one | CH9NO4 | ωB97M-V with the def2-TZVPD basis set

Calculated values
Frontier orbital gap, eV: 10.416
LUMO, eV: 0.251
2S+1: 1
Structure (SMILES): NC=O.O.O.O

Positions of all 15 atoms, in Å:
N 0.4722 -0.2420 2.6094
C 1.3859 -1.2516 3.0202
O 1.3311 -1.6804 4.1384
H 0.1058 0.0908 3.4937
H -0.3294 -0.2100 1.9923
H 2.2399 -1.2298 2.3264
O 2.2211 2.3130 -5.0183
H 1.9480 2.0863 -5.9114
H 1.4388 2.2840 -4.4604
O -2.9679 -0.9714 2.3130
H -2.9494 -1.1885 3.2483
H -3.1644 -1.7618 1.8051
O -0.3284 0.6379 -3.4657
H -1.0737 1.2187 -3.2432
H -0.3297 -0.0953 -2.8479

two | CH9NO4 | ωB97M-V with the def2-TZVPD basis set

Calculated values
Frontier orbital gap, eV: 10.189
LUMO, eV: 0.318
2S+1: 1
Structure (SMILES): NC=O.O.O.O

Positions of all 15 atoms, in Å:
N -0.4980 0.3359 0.5800
C -1.2185 -0.0959 1.6555
O -0.8830 -0.1653 2.8432
H -0.8312 0.2196 -0.3356
H 0.3113 0.9301 0.7103
H -2.1886 -0.4948 1.2309
O 2.1109 -0.8143 1.6499
H 1.1817 -0.5732 1.4607
H 2.3789 -0.7298 2.6257
O -1.5994 -0.2815 -1.9420
H -2.4171 -0.1895 -2.3668
H -1.1104 0.2017 -2.6368
O 1.1966 0.4529 -1.8531
H 1.5969 1.1908 -2.3529
H 1.9698 0.0133 -1.2692

Which structure is the most stable? The one labeled two.

one | CH4NO2 | ωB97M-V with the def2-TZVPD basis set

Calculated values
Net charge: -1
Frontier orbital gap, eV: 6.038
LUMO, eV: 4.667
2S+1: 1

Positions of all 8 atoms, in Å:
O 2.0925 -0.2093 -0.1988
H 2.5025 0.4386 0.3781
C -0.7736 -0.5785 0.5188
N -1.4919 0.0721 -0.4874
O -0.5108 -0.0223 1.5798
H 1.1930 -0.4158 0.1365
H -1.3836 1.0941 -0.5560
H -1.6279 -0.3789 -1.3710

two | CH4NO2 | ωB97M-V with the def2-TZVPD basis set

Calculated values
Net charge: -1
Frontier orbital gap (spin up / spin down), eV: 7.106 / 7.093
LUMO (spin up / spin down), eV: 4.834 / 4.828
2S+1: 1

Positions of all 8 atoms, in Å:
C -0.2150 0.5780 -0.9001
N -0.1147 -0.8620 2.1265
O 0.7613 -0.8650 1.2399
O -1.4573 0.6337 -0.5317
H -0.0695 -0.0129 -1.8890
H 0.5759 -0.0113 0.0610
H 0.5292 1.3556 -0.7913
H -0.8199 -1.7362 2.0682

Which structure is the most stable? The one labeled one.

one | CH4NO2 | ωB97M-V with the def2-TZVPD basis set

Calculated values
Net charge: -1
Frontier orbital gap, eV: 8.852
LUMO, eV: 4.795
2S+1: 1

Positions of all 8 atoms, in Å:
O 1.7357 -0.8054 0.4767
C 1.3937 -0.7213 -0.7093
O 0.4375 -0.0705 -1.2111
H 2.0021 -1.2618 -1.4869
N -1.3585 0.6073 0.9391
H -2.2199 0.2606 0.5434
H -0.5435 0.3915 0.3350
H -1.4471 1.5996 1.1129

two | CH4NO2 | ωB97M-V with the def2-TZVPD basis set

Calculated values
Net charge: -1
Frontier orbital gap, eV: 8.877
LUMO, eV: 4.792
2S+1: 1

Positions of all 8 atoms, in Å:
O 0.5866 0.0478 -1.0112
C 1.6969 0.4590 -0.4841
O 1.8136 0.8022 0.7267
H 2.5956 0.4612 -1.1552
N -1.6827 -0.2434 0.6335
H -2.3939 -0.1575 -0.0861
H -1.8518 -1.0618 1.2177
H -0.7644 -0.3075 0.1586

Which structure is the most stable? The one labeled one.

one | C10H17N3O4 | ωB97M-V with the def2-TZVPD basis set

Calculated values
Frontier orbital gap, eV: 9.529
LUMO, eV: 0.321
2S+1: 1
Structure (SMILES): NC(=O)CC[C@H](N)C(=O)N1CCC[C@H]1C(=O)O

Positions of all 34 atoms, in Å:
N -0.0679 -1.1771 -4.1451
C 0.9144 -1.8336 -3.4078
O 1.6187 -2.6896 -3.8989
C 1.2103 -1.6178 -1.9342
C 0.5017 -0.3366 -1.2885
C -0.9188 -0.0666 -1.2226
N -1.6263 0.4444 -2.3651
C -1.0930 0.7627 0.0576
O -1.0814 1.9779 -0.0564
N -0.8089 0.1392 1.2026
C -0.3549 -1.3502 1.5996
C 0.1010 -1.1843 3.0706
C -0.6424 -0.0111 3.6066
C -0.6992 0.9309 2.3793
C 0.5655 1.8140 2.3561
O 0.8218 2.6314 3.2721
O 1.2862 1.6436 1.1051
H -0.7757 -0.4013 -3.7383
H 0.3493 -1.1133 -5.1938
H 0.9825 -2.6817 -1.2825
H 2.4854 -1.4684 -1.7746
H 0.7882 0.0402 -0.2922
H 1.0319 0.6235 -1.7400
H -1.3581 -1.0883 -1.0860
H -2.5819 0.5607 -2.0254
H -1.2309 1.4148 -2.5484
H -1.1595 -1.9897 1.7642
H 0.4545 -1.7635 1.0042
H -0.4492 -1.9591 3.9199
H 1.2594 -1.2149 3.0663
H 0.0092 0.4544 4.4572
H -1.5714 -0.2182 4.0137
H -1.4912 1.7425 2.4132
H 2.1086 2.0662 1.5204

two | C10H17N3O4 | ωB97M-V with the def2-TZVPD basis set

Calculated values
Frontier orbital gap, eV: 9.383
LUMO, eV: 0.480
2S+1: 1
Structure (SMILES): NC(=O)CC[C@H](N)C(=O)N1CCC[C@H]1C(=O)O

Positions of all 34 atoms, in Å:
N -1.2205 -1.1405 -4.1252
C -0.0239 -0.6738 -3.6342
O 0.8569 -1.4694 -3.3084
C 0.1212 0.9139 -3.4653
C 0.4788 1.4628 -2.0696
C -0.5351 1.1376 -0.9329
N -0.6832 2.2232 -0.0099
C -0.0510 0.1153 0.0491
O -0.3951 -1.0760 -0.2347
N 0.7112 0.2085 1.1260
C 1.5613 1.2438 1.4535
C 1.4108 1.3956 2.9836
C 1.1094 -0.0893 3.4937
C 0.6672 -0.7637 2.2102
C -0.7840 -1.2381 2.3134
O -1.0366 -2.3524 2.7512
O -1.7243 -0.4489 1.7919
H -1.1963 -2.1437 -4.2238
H -2.0620 -0.5856 -4.2998
H 1.0293 1.1148 -4.0749
H -0.6917 1.4753 -3.8865
H 0.8228 2.5350 -2.1632
H 1.4501 0.9232 -1.8341
H -1.5567 0.7836 -1.3418
H -1.5167 1.8659 0.5639
H -1.0716 2.9213 -0.7046
H 2.6573 1.1280 1.1211
H 1.2438 2.1644 1.0022
H 2.3828 1.6411 3.4852
H 0.6384 2.2204 3.1902
H 1.8908 -0.7217 3.9527
H 0.3033 -0.0412 4.2241
H 1.2608 -1.7357 1.9922
H -2.5734 -0.8348 1.6514

Which structure is the most stable? The one labeled two.

one | C5H7OS | ωB97M-V with the def2-TZVPD basis set

Calculated values
Net charge: -1
Frontier orbital gap, eV: 4.118
LUMO, eV: 3.017
2S+1: 1

Positions of all 14 atoms, in Å:
C -0.3650 0.8977 0.7898
C -0.9583 -0.2716 0.4711
C -4.4166 0.8150 -0.9519
C 1.1652 1.0011 0.5596
C -0.2945 -1.3862 -0.3484
O -4.4100 0.1883 -1.9433
S -4.8966 1.3592 0.4160
H -0.9635 1.5502 1.4166
H 1.4917 1.8978 0.7397
H 1.4883 0.7412 -0.4014
H 1.6353 0.2092 1.1670
H 0.4798 -1.7530 0.2757
H 0.1771 -0.8567 -1.2230
H -0.9601 -2.1457 -0.7645

two | C5H7OS | ωB97M-V with the def2-TZVPD basis set

Calculated values
Net charge: -1
Frontier orbital gap, eV: 6.659
LUMO, eV: 3.745
2S+1: 1
Structure (SMILES): C/C=C(\C)C([O-])=S

Positions of all 14 atoms, in Å:
C 0.9930 -0.9433 -0.1953
C 1.1264 0.4284 0.2632
C 0.0803 1.2744 0.4990
C -1.3692 0.8843 0.2818
C 0.3468 2.6043 1.1732
O -0.5096 3.4830 1.1107
S 1.8250 2.6921 2.0242
H 1.3011 -1.7086 0.5777
H 1.7341 -0.9928 -1.1172
H -0.0777 -1.3445 -0.3980
H 2.1586 0.6127 0.5125
H -1.4688 1.0011 -0.9020
H -2.1176 1.5677 0.8666
H -1.5427 -0.0842 0.5255

Which structure is the most stable? The one labeled two.